(1)
A cluster of 13 separate species, C5H35N2O13 in total at a distorted geometry, computed with ωB97M-V/def2-TZVPD.

Computed properties:
net charge	+1
2S+1	1

```
55
Properties=species:S:1:pos:R:3:nbo_charge:R:1
O 1.459 -1.431 -2.207 -0.68
C 0.901 -1.259 -1.139 0.70
N 0.282 -2.226 -0.422 -0.77
C 0.793 0.202 -0.631 -0.11
N 1.957 0.936 -1.391 -0.53
C 2.405 2.055 -0.513 -0.24
C 2.046 1.601 0.923 -0.43
C 1.203 0.389 0.826 -0.45
H -0.234 -1.982 0.411 0.42
H 0.261 -3.188 -0.707 0.43
H -0.085 0.782 -0.879 0.23
H 2.758 0.327 -1.490 0.44
H 1.519 1.149 -2.318 0.48
H 3.486 2.233 -0.636 0.22
H 1.970 3.038 -0.678 0.26
H 1.623 2.416 1.550 0.25
H 3.025 1.480 1.359 0.23
H 1.626 -0.521 1.340 0.23
H 0.251 0.341 1.355 0.25
H -1.632 -0.076 -3.774 0.52
H -0.183 -0.735 -3.615 0.51
O -0.702 0.077 -3.566 -0.99
H -2.922 0.956 -0.676 0.51
H -1.937 1.984 -0.293 0.47
O -2.832 1.707 -0.056 -0.95
H 1.273 -4.288 2.486 0.48
H 1.808 -3.238 1.551 0.49
O 0.984 -3.728 1.755 -0.98
H 2.947 -1.688 2.691 0.47
H 3.833 -2.212 1.741 0.48
O 3.288 -2.570 2.464 -0.93
H 3.747 -3.205 -0.262 0.48
H 3.618 -2.389 -1.406 0.49
O 3.500 -2.281 -0.445 -0.97
H -0.022 5.115 0.204 0.50
H -0.826 3.781 0.573 0.48
O -0.121 4.176 0.037 -0.97
H -1.542 1.508 3.972 0.49
H -1.790 1.346 2.410 0.49
O -1.138 1.320 3.124 -0.99
H -3.440 -2.391 -0.316 0.49
H -3.105 -1.395 0.887 0.51
O -2.963 -1.601 -0.054 -1.01
H -3.923 -0.697 -1.612 0.50
H -4.279 -0.201 -3.037 0.48
O -3.555 -0.507 -2.481 -0.98
H 0.614 1.092 -3.748 0.50
H 1.670 1.710 -4.713 0.50
O 1.382 1.725 -3.795 -0.99
H -1.988 -0.861 2.601 0.51
H -3.214 -1.826 3.314 0.52
O -2.554 -1.633 2.650 -1.00
H -3.485 1.340 1.501 0.49
H -4.063 2.104 2.669 0.48
O -3.693 1.237 2.464 -0.98
```

(2)
The molecule C8H10ClN3 at a distorted geometry, computed with ωB97M-V/def2-TZVPD.

Computed properties:
SMILES	CN(C)/N=N/c1ccccc1Cl
2S+1	1

```
22
Properties=species:S:1:pos:R:3:nbo_charge:R:1
C 1.187 -2.907 -1.463 -0.42
C 1.009 -0.631 -2.836 -0.47
C -0.508 0.828 0.508 0.07
C -0.306 2.172 0.756 -0.21
C -0.692 2.906 1.910 -0.24
C -1.084 2.079 3.165 -0.19
C -1.478 0.704 2.788 -0.25
C -1.386 0.207 1.473 -0.07
H 2.335 -2.914 -1.933 0.20
H 1.296 -2.916 -0.319 0.24
H 0.524 -3.644 -1.942 0.22
H -0.012 -0.345 -3.624 0.25
H 1.729 0.177 -2.489 0.24
H 1.806 -1.350 -3.484 0.20
H 0.404 2.506 -0.090 0.23
H 0.068 3.895 1.942 0.23
H -1.305 2.318 4.204 0.23
H -2.266 0.184 3.406 0.23
N 0.608 -1.560 -1.723 -0.24
N 0.234 -0.968 -0.580 0.03
N 0.180 0.328 -0.602 -0.31
Cl -2.343 -1.068 0.932 0.05
```

(3)
A cluster of 2 separate species, C5H12N2O in total at a distorted geometry, computed with ωB97M-V/def2-TZVPD.

Computed properties:
2S+1	1

```
20
Properties=species:S:1:pos:R:3:nbo_charge:R:1
C -2.019 -0.227 0.176 -0.23
C -1.016 0.935 0.193 -0.46
C 0.339 0.688 -0.452 -0.32
C 1.469 1.109 0.259 -0.02
N 2.833 1.211 -0.122 -0.60
C 2.769 -0.073 -0.443 0.22
N -2.516 -0.962 -1.028 -0.83
H -2.998 0.117 0.494 0.20
H -1.634 -1.075 0.747 0.21
H -1.465 1.853 -0.229 0.21
H -0.908 1.139 1.236 0.22
H 0.241 0.629 -1.533 0.22
H 1.263 1.707 1.171 0.22
H 2.548 -0.470 -1.455 0.15
H 3.251 -0.836 0.186 0.15
H -3.220 -0.488 -1.602 0.35
H -1.796 -1.117 -1.732 0.34
H 1.497 -1.615 1.914 0.46
H 0.675 -0.866 0.821 0.47
O 0.687 -1.659 1.399 -0.97
```

(4)
The molecule C4H10N2S at a distorted geometry, computed with ωB97M-V/def2-TZVPD.

Computed properties:
SMILES	N[C@H]1CN[C@H]1CS
2S+1	1

```
17
Properties=species:S:1:pos:R:3:nbo_charge:R:1
C -0.978 0.536 0.180 -0.04
C -1.160 -0.470 -0.991 -0.23
C -0.051 -0.503 0.837 -0.06
C 1.423 -0.107 0.948 -0.53
H 0.358 1.807 -0.471 0.37
H -1.168 2.420 -0.583 0.36
H -1.877 0.643 0.832 0.19
H -2.150 -0.818 -1.117 0.18
H -0.760 -0.047 -1.969 0.17
H -0.311 -2.345 -0.354 0.38
H -0.482 -0.884 1.789 0.19
H 1.607 0.718 1.599 0.23
H 2.052 -0.888 1.394 0.22
H 1.944 -0.874 -1.194 0.15
N -0.531 1.879 -0.019 -0.84
N -0.221 -1.346 -0.290 -0.66
S 2.304 0.278 -0.591 -0.07
```

Number 1: HOMO-LUMO gap 10.88 eV. Number 2: HOMO-LUMO gap 7.83 eV. Number 3: HOMO-LUMO gap 7.13 eV. Number 4: HOMO-LUMO gap 9.56 eV.